Formula: C38H52CdN3OP2
Source: OMol25
Level of theory: ωB97M-V with the def2-TZVPD basis set

Geometry as XYZ:
```
97
Properties=species:S:1:pos:R:3:forces:R:3:mulliken_charge:R:1
C -1.6039 -1.3824 -2.1302 0.112 -0.510 -0.524 0.26
C 0.6835 -1.7796 -2.1798 -0.428 0.436 0.195 0.28
C -1.8255 -2.3349 -3.1256 -0.587 0.358 0.223 -0.88
C 0.4731 -2.9050 -3.0114 -0.344 -0.329 -0.563 -1.05
C -0.7792 -3.1619 -3.5302 0.110 0.097 0.417 -1.00
H -2.8311 -2.4125 -3.5292 0.192 -0.178 -0.069 0.51
H 1.3332 -3.5207 -3.2589 -0.168 0.142 -0.132 0.50
H -0.9711 -3.9804 -4.2212 0.171 0.136 0.134 0.41
N -0.4038 -1.1700 -1.5872 0.137 0.104 -0.010 0.72
P -2.8700 0.1286 -0.0551 -0.276 -0.195 -0.669 -0.20
P 2.8937 -0.4252 -0.9047 0.887 -0.275 -2.335 1.49
C -2.7818 -0.4725 -1.7826 0.040 -0.053 -0.226 -1.14
H -2.7604 0.3973 -2.4640 0.180 -0.288 0.358 0.34
H -3.7148 -1.0039 -2.0144 0.303 0.245 0.029 0.52
C 0.2351 2.4590 2.1441 2.103 1.334 2.269 -0.15
O 0.9864 2.8744 2.9049 -1.950 -1.020 -2.074 -0.21
C 2.0206 -1.2615 -2.1681 0.705 -1.639 0.519 -1.78
H 2.6776 -1.8163 -2.8607 -0.506 -0.056 0.261 0.21
C 4.3842 0.3445 -1.6887 0.776 -0.365 0.181 1.87
C 3.3011 -1.3370 0.7442 0.153 0.194 -0.125 2.45
C -3.7050 1.8095 -0.1828 -0.240 -0.395 0.251 2.00
C -3.8541 -1.2486 0.7869 -0.086 0.414 0.082 2.54
C 4.3667 1.8511 -1.3653 0.262 -0.117 -0.138 -1.50
H 4.4135 2.0409 -0.2857 -0.022 0.026 -0.178 0.29
H 5.2460 2.2967 -1.8500 -0.115 0.068 0.215 0.53
H 3.4711 2.3323 -1.7737 0.248 -0.059 0.151 0.22
C 5.7084 -0.2724 -1.2201 0.376 0.220 -0.289 -2.02
H 5.8958 -0.1457 -0.1509 0.047 -0.102 -0.330 0.36
H 5.7631 -1.3368 -1.4804 0.060 0.315 0.022 0.39
H 6.5174 0.2481 -1.7527 -0.038 -0.170 0.134 0.51
C 4.3356 0.1762 -3.2096 -0.002 0.164 -0.078 -1.83
H 5.1790 0.7349 -3.6410 -0.122 -0.164 0.085 0.59
H 4.4277 -0.8755 -3.4973 0.023 0.195 -0.054 0.31
H 3.4187 0.5908 -3.6303 0.264 -0.150 -0.004 0.39
C 3.9766 -0.3231 1.6874 -0.102 -0.094 0.095 -1.77
H 3.3233 0.5383 1.8832 0.056 -0.184 -0.028 0.17
H 4.2045 -0.8140 2.6436 -0.079 0.079 -0.107 0.50
H 4.9207 0.0649 1.2943 -0.323 -0.111 0.164 0.22
C 2.0159 -1.8898 1.3762 -0.120 0.036 -0.218 -1.84
H 1.3179 -1.1106 1.7014 0.174 -0.044 -0.103 0.14
H 1.4956 -2.5670 0.6819 0.080 0.221 0.150 0.24
H 2.2857 -2.4778 2.2670 -0.064 0.174 -0.175 0.68
C 4.1886 -2.5712 0.4805 0.079 -0.031 -0.125 -1.77
H 5.1891 -2.3351 0.1137 -0.268 0.011 0.131 0.33
H 4.3124 -3.1268 1.4232 -0.083 0.121 -0.166 0.54
H 3.7088 -3.2514 -0.2385 0.086 0.176 0.135 0.31
C -4.3777 -0.7495 2.1405 -0.188 -0.169 0.194 -2.08
H -4.8325 -1.6031 2.6642 0.091 0.180 -0.080 0.58
H -3.5696 -0.3701 2.7802 -0.144 0.016 -0.174 0.31
H -5.1580 0.0159 2.0415 0.223 -0.173 0.002 0.25
C -2.8801 -2.4108 1.0470 0.120 -0.051 -0.006 -1.41
H -2.4614 -2.8309 0.1237 -0.073 0.140 0.131 0.26
H -2.0530 -2.1094 1.7034 -0.181 -0.068 -0.174 0.03
H -3.4340 -3.2122 1.5576 0.108 0.156 -0.133 0.55
C -5.0294 -1.7556 -0.0635 -0.212 -0.137 0.097 -1.82
H -5.6225 -2.4426 0.5577 0.117 0.135 -0.122 0.52
H -5.7010 -0.9548 -0.3947 0.192 -0.229 0.066 0.30
H -4.7030 -2.3317 -0.9370 -0.024 0.137 0.206 0.41
C -2.9635 2.7219 -1.1909 -0.013 -0.134 0.079 -1.81
H -3.1570 2.4286 -2.2333 0.106 0.099 0.340 0.35
H -3.3419 3.7507 -1.0591 0.095 -0.378 -0.045 0.56
H -1.8730 2.7464 -1.0271 -0.294 -0.075 -0.056 0.30
C -3.6488 2.4594 1.2144 -0.131 0.085 -0.068 -1.49
H -2.6146 2.6052 1.5603 -0.223 -0.029 -0.126 0.20
H -4.1241 3.4488 1.1497 0.114 -0.210 0.108 0.52
H -4.1870 1.8682 1.9670 0.175 0.240 -0.205 0.28
C -5.1629 1.6277 -0.6220 -0.225 0.431 -0.025 -1.71
H -5.2477 1.1086 -1.5880 0.051 0.117 0.271 0.30
H -5.7623 1.0940 0.1289 0.194 0.161 -0.227 0.32
H -5.6060 2.6283 -0.7450 0.002 -0.266 -0.010 0.52
Cd -0.5402 0.5419 0.6054 0.643 0.171 -1.608 2.38
N 1.1647 1.1765 -0.5914 -3.718 1.626 1.151 -1.64
C 1.4737 0.8814 -1.7575 1.191 0.356 2.102 -0.12
C 1.1664 1.4797 -3.0998 -0.422 -0.534 -0.332 0.95
C 0.8443 2.8483 -3.1333 0.257 0.059 0.081 -0.27
C 1.1532 0.7527 -4.3011 0.144 0.363 -0.209 0.25
C 0.6432 3.5112 -4.3511 -0.086 -0.297 -0.008 -0.91
H 0.7759 3.3891 -2.1826 0.149 -0.178 -0.374 0.47
C 0.9867 1.4228 -5.5223 -0.195 0.021 0.300 -0.93
H 1.2939 -0.3323 -4.2615 0.109 0.505 -0.138 0.43
C 0.7217 2.8004 -5.5565 0.163 -0.203 0.370 -0.54
H 0.4395 4.5866 -4.3565 0.027 -0.438 0.018 0.42
H 1.0658 0.8671 -6.4580 -0.152 0.101 0.289 0.45
H 0.5754 3.3058 -6.5168 0.115 -0.172 0.420 0.40
N -0.7145 -0.2427 2.7830 0.460 0.055 3.145 -0.27
C -0.6128 -0.2009 3.9517 -0.244 -0.206 -3.116 -0.19
C -0.4750 -0.1297 5.3568 0.030 -0.069 1.273 0.44
C -1.6199 -0.0062 6.1674 0.034 0.108 0.011 -0.37
C -1.4789 0.1249 7.5499 0.056 -0.095 -0.286 -0.64
C -0.2059 0.0894 8.1279 0.112 0.045 -0.227 -0.35
C 0.9355 -0.0537 7.3273 -0.199 -0.062 -0.239 -0.60
C 0.8047 -0.1742 5.9421 0.054 0.088 0.029 -0.42
H -2.6086 -0.0134 5.7000 0.341 0.084 0.220 0.45
H -2.3682 0.2581 8.1690 0.325 -0.118 -0.182 0.40
H -0.0961 0.1750 9.2107 -0.053 0.007 -0.350 0.39
H 1.9320 -0.0683 7.7756 -0.401 -0.036 -0.141 0.39
H 1.6849 -0.3006 5.3034 -0.326 0.103 0.281 0.52
```
Forces are in eV/Å.

Computed properties:
energy = -2568.73749 hartree
orbital gap (alpha / beta) = 4.215 / 4.213 eV
LUMO (alpha / beta) = -3.00 / -3.00 eV
total charge = +1
E_HOMO (alpha / beta) = -7.217 / -7.215 eV

=====

Formula: C6H13NO2
Source: OMol25
Level of theory: ωB97M-V with the def2-TZVPD basis set

Geometry as XYZ:
```
22
Properties=species:S:1:pos:R:3:forces:R:3:nbo_charge:R:1
C -3.2536 0.6851 -0.0301 0.203 0.262 0.528 -0.25
C 3.1142 0.3747 0.7859 -0.286 -0.026 0.137 -0.65
C 1.8792 0.4116 -0.0707 1.105 -0.470 -1.205 0.20
C 1.2708 1.5520 -0.4009 -0.396 -0.274 0.398 -0.53
O -2.2868 0.2558 -0.9577 1.150 -1.078 -0.764 -0.54
H -2.7770 1.2285 0.7901 -0.101 -0.075 0.129 0.18
H -3.8855 1.3898 -0.5726 -0.025 -0.181 0.079 0.20
H -3.8550 -0.1384 0.3644 0.021 0.066 -0.074 0.18
H 3.9924 0.1469 0.1799 -0.003 -0.034 -0.092 0.21
H 3.2818 1.3326 1.2699 -0.018 0.001 0.092 0.22
H 3.0260 -0.4099 1.5370 0.044 0.008 0.135 0.21
H 0.4203 1.5551 -1.0615 -0.108 0.053 -0.275 0.20
H 1.5686 2.4877 0.0379 0.009 0.090 0.186 0.20
C -1.2895 -1.3240 0.6511 0.548 0.332 -0.133 -0.75
C -1.4373 -0.8384 -0.7646 -1.872 0.265 -0.422 0.83
N 1.5854 -0.8343 -0.6749 -0.119 0.635 0.404 -0.84
O -0.9984 -1.3714 -1.7506 0.003 0.535 0.606 -0.58
H 0.9962 -0.7714 -1.4955 0.102 -0.138 0.164 0.40
H 2.3719 -1.4479 -0.8282 0.032 0.162 0.147 0.37
H -1.0551 -0.4926 1.3137 -0.038 0.106 0.022 0.24
H -2.2168 -1.7750 0.9986 -0.027 -0.128 -0.078 0.24
H -0.4517 -2.0165 0.6787 -0.221 -0.112 0.014 0.26
```
Forces are in eV/Å.

Computed properties:
energy = -441.62643 hartree
ΔE to the lowest compared entry with this formula, charge and spin = 33.62 kcal/mol
orbital gap = 9.025 eV
LUMO = 0.87 eV
SMILES string = COC(C)=O.C=C(C)N
E_HOMO = -8.155 eV

=====

Formula: C3H9N2O2P
Source: OMol25
Level of theory: ωB97M-V with the def2-TZVPD basis set

Geometry as XYZ:
```
17
Properties=species:S:1:pos:R:3:forces:R:3:nbo_charge:R:1
C 2.5631 0.0484 -0.0995 0.531 0.107 0.165 0.88
C -1.4147 1.4374 -0.7364 0.527 2.533 -1.205 -1.07
C -0.6846 -0.1641 1.5363 1.641 -0.502 -0.778 -1.00
N 2.9404 -0.8278 0.6020 0.455 -2.608 1.835 -0.79
N 0.4164 -0.9064 -0.8913 -1.562 -1.107 -2.458 -1.17
O 2.4789 1.0215 -0.7078 -0.578 1.564 -1.134 -0.54
O -2.2134 -1.1661 -0.6876 -0.037 -0.058 -0.223 -1.10
P -1.0714 -0.2914 -0.3516 -1.058 0.318 3.255 2.03
H -0.6629 2.2252 -0.4598 -0.257 -1.145 0.345 0.26
H -1.5368 1.7298 -1.7945 0.130 -0.980 -0.059 0.26
H -2.3789 1.8276 -0.3520 0.446 -0.950 0.422 0.27
H -0.4224 0.9182 1.7236 -0.577 -1.165 0.148 0.24
H -1.4255 -0.6171 2.2546 0.579 0.767 -1.032 0.26
H 0.3242 -0.7244 1.6672 -1.697 0.818 -0.061 0.23
H 0.2970 -0.8553 -1.9601 0.657 -0.110 1.702 0.40
H 2.5966 -1.7205 0.9701 0.153 1.180 -0.684 0.43
H 0.1941 -1.9349 -0.7133 0.647 1.338 -0.239 0.40
```
Forces are in eV/Å.

Computed properties:
energy = -721.07926 hartree
ΔE to the lowest compared entry with this formula, charge and spin = 42.00 kcal/mol
orbital gap = 10.715 eV
LUMO = 0.54 eV
SMILES string = CP(C)(N)=O.N=C=O
E_HOMO = -10.173 eV

=====

Question: Look up the energy of the third one.
Answer: -721.07926 hartree